Molecular formula: C3H11P3
Method: DFT, ωB97M-V/def2-TZVPD

Calculated values
**Gap between HOMO and LUMO (spin up / spin down)**: 7.029 / 7.377 eV
**Largest force on an atom**: 3.84 eV/Å
**HOMO energy (spin up / spin down)**: -7.98 / -8.41 eV
**Energy**: -1144.76191 hartree
**Multiplicity**: 1
**LUMO level (spin up / spin down)**: -0.949 / -1.035 eV
**Energy relative to the best compared isomer or geometry (same formula, charge and spin)**: 80.4 kcal/mol

Each line ends with the natural charge from an NBO analysis.
Geometry (Å):
1 C 0.787 -1.343 0.287  -0.62
2 C 2.226 0.485 0.260  -0.62
3 C 0.852 0.099 -0.158  -0.59
4 P -2.936 -0.742 0.325  0.01
5 P -0.354 1.160 0.746  0.42
6 P -1.967 1.026 -0.616  -0.01
7 H 0.329 -1.493 1.323  0.22
8 H 0.202 -1.949 -0.386  0.22
9 H 1.847 -1.749 0.260  0.22
10 H 2.589 1.502 -0.062  0.22
11 H 2.951 -0.285 -0.095  0.21
12 H 2.477 0.360 1.351  0.22
13 H 0.628 0.417 -1.172  0.24
14 H -4.156 -0.463 -0.038  -0.02
15 H -2.762 -1.602 -0.737  -0.01
16 H -0.010 2.711 -1.315  -0.07
17 H -2.702 1.867 0.026  -0.03